Below is a 2-piece molecular cluster, C3H8N2S overall at a distorted geometry, with properties calculated with the ωB97M-V functional and the def2-TZVPD basis.

XYZ file:
```
14
Properties=species:S:1:pos:R:3
C -0.27 1.40 1.07
C -0.60 0.91 -0.44
C 0.94 -1.23 -0.53
H -1.20 1.87 1.33
H -0.11 0.35 1.51
H 0.62 2.08 1.29
H -0.76 1.78 -1.01
H -1.60 0.44 -0.47
H 1.56 0.40 -0.73
H -0.25 -2.92 0.06
H -1.47 -1.69 -0.43
N 0.61 0.10 -0.75
N -0.12 -1.96 -0.05
S 2.65 -1.52 -0.85
```

HOMO-LUMO gap = 7.73 eV
E_LUMO = -0.4 eV
strongest force on any atom = 5.7 eV/Å
relative energy (zero: lowest compared OMol25 entry of this formula, charge and spin) = 373.0 kJ/mol

Charges per atom according to Mulliken partitioning, unit e: -0.805, -0.432, 0.346, 0.314, 0.229, 0.277, 0.325, 0.210, 0.131, 0.250, 0.306, -0.247, -0.492, -0.412